Record 1
Entry from the OMol25 dataset: a 7-piece molecular cluster, C47H51N2O7P2S overall (wB97M-V/def2-TZVPD).

- M: 849.95 g/mol
- Frontier orbital gap: 0.1862 Eh
- Multiplicity: 1
- Relative energy (zero: lowest compared OMol25 entry of this formula, charge and spin): 994.4 kJ/mol
- Net charge: +1
- HOMO energy: -10.5 eV
- LUMO energy: -5.47 eV

```
110
Properties=species:S:1:pos:R:3:forces:R:3
S -5.078584 -1.219314 -0.929485 -2.5 -6.4 3.4
P -1.030255 1.520434 0.887155 4.0 -3.3 0.5
P 0.608102 0.359650 -4.540437 -0.7 3.0 -3.7
O -3.818591 2.721228 -1.006610 3.4 -5.6 2.4
O -0.494674 1.670307 2.526671 -1.3 1.1 -2.8
O -0.364470 2.796192 -0.068621 -2.7 -1.2 2.7
O -2.770302 1.570866 0.779431 2.1 0.8 -2.4
O -6.011539 -2.208247 -1.592020 2.6 3.4 0.1
O -4.557444 -1.914527 0.338782 -0.3 3.3 -3.6
O 0.256913 1.454102 -5.601501 0.8 -3.0 3.2
N -1.727396 -1.400865 -3.827641 -1.5 1.4 2.0
N -0.427483 0.104390 0.363377 -1.4 2.9 0.8
C 2.233728 4.879267 -0.394441 0.0 0.1 0.1
C 3.092861 -4.424596 5.245904 0.1 0.0 -0.1
C 4.051673 -0.473590 1.458048 0.0 0.1 -0.1
C 8.403251 10.033393 0.340738 -0.1 0.0 0.0
C -9.775217 -2.589681 3.248863 0.1 0.0 -0.1
C -4.375326 -4.076616 -3.963507 3.8 4.5 3.4
C 6.456391 9.821388 -1.066172 0.1 0.0 0.1
C -2.689994 -5.340387 -0.015521 0.0 0.0 0.0
C 7.682226 10.419351 -0.785857 -0.1 -0.1 0.1
C 5.030580 -1.121012 -0.648078 0.0 0.0 0.0
C 2.976240 6.931594 0.630681 -0.1 -0.1 0.0
C -1.456251 -7.740697 -0.701054 0.0 0.0 0.0
C 3.923337 -0.611650 -1.320109 -0.1 0.1 0.2
C 3.058488 5.547441 0.506909 -0.1 0.0 0.0
C -1.447266 -7.306408 0.621680 -0.1 0.1 -0.1
C 2.881910 -0.025552 -0.604690 0.2 -0.1 0.0
C 1.244206 6.980395 -1.046647 0.0 0.0 0.1
C 5.094828 -1.054274 0.739931 -0.1 0.1 -0.1
C 5.060783 -5.510044 4.371859 -0.1 0.0 0.0
C 3.089530 -3.556147 4.157858 0.1 -0.1 0.0
C -1.261136 -2.421905 -4.855299 0.9 -1.8 -1.2
C -1.509211 0.880695 -2.555480 -1.5 -3.1 -0.6
C 2.072940 7.648904 -0.149199 0.0 -0.1 0.0
C 5.052078 -4.647612 3.279141 -0.1 0.0 0.1
C -3.175090 1.692110 -0.590962 -2.5 4.0 -2.1
C -2.941585 -1.750089 -3.050227 -0.9 0.1 1.0
C -7.574627 -1.621113 3.439185 -0.1 -0.1 -0.1
C -2.087146 -6.978539 -1.680367 0.0 0.1 0.1
C -2.702180 -5.776584 -1.337783 0.1 -0.1 0.1
C -7.194728 -2.251623 2.256654 -0.1 0.1 0.1
C -2.067009 -6.107256 0.965109 0.0 0.0 -0.1
C -1.000125 -0.150166 -3.624729 -2.7 0.4 3.5
C -9.393789 -3.224586 2.069357 0.1 0.1 0.1
C -6.127409 0.237926 -0.441033 0.4 2.2 1.2
C -3.565375 -0.784906 -1.932235 4.2 2.1 -2.6
C 7.897509 9.052966 1.189708 -0.1 0.0 -0.1
C -0.477068 -3.681695 -4.144135 -0.5 1.1 0.7
C -8.863978 -1.792194 3.935820 0.0 0.0 -0.1
C 4.067735 -3.668197 3.173602 0.0 -0.1 0.1
C -2.792872 0.568754 -1.692948 1.6 -2.4 -1.9
C 1.323743 5.595657 -1.167858 0.0 0.0 0.1
C -3.631043 -3.182928 -3.322546 -3.2 -1.5 -4.2
C 5.954905 8.834348 -0.222159 0.1 0.1 0.0
C 6.674171 8.451016 0.906438 0.0 0.1 -0.1
C 4.080384 -5.400318 5.354087 0.0 0.1 -0.1
C -8.103248 -3.056581 1.574609 -0.1 0.0 0.0
C 2.947421 0.043821 0.785994 0.2 -0.1 -0.1
H 0.536695 7.538975 -1.651149 0.1 -0.1 0.1
H -0.690878 3.668215 0.292079 0.5 -0.7 -0.6
H -10.782196 -2.717495 3.632715 0.1 0.0 0.0
H 2.327045 -4.340531 6.010117 0.1 0.0 -0.1
H 4.063645 -2.992703 2.324658 0.0 -0.1 0.1
H 8.075336 11.186247 -1.445709 0.0 -0.1 0.1
H 2.020442 0.377161 -1.128767 0.0 0.0 0.1
H -5.863432 0.466342 0.674116 -0.2 -0.7 -2.0
H -2.098723 -7.320170 -2.710713 0.0 0.0 0.1
H -5.005950 -4.937161 -4.417693 1.5 1.9 1.2
H -9.159244 -1.302835 4.858859 0.0 -0.1 -0.1
H 5.957242 -1.454541 1.263474 -0.1 0.0 0.0
H -0.957404 -7.901885 1.385429 -0.1 0.1 -0.1
H 3.765266 4.988996 1.112648 -0.1 0.1 -0.1
H 0.676186 5.074154 -1.866867 0.1 0.1 0.0
H -0.493541 -1.985695 -5.599550 -1.5 -0.1 1.5
H 5.002058 8.363798 -0.443749 0.1 0.1 0.0
H -1.199985 -4.384617 -3.577358 1.2 1.1 -1.2
H 5.812685 -4.737750 2.510123 -0.1 0.0 0.1
H -6.865318 -0.996459 3.973346 -0.1 -0.1 0.0
H 4.100260 -0.423917 2.541073 0.0 0.0 -0.1
H 5.832081 -6.269166 4.457715 -0.1 0.1 0.0
H -3.167496 -4.401896 0.250985 0.0 -0.1 0.0
H -10.102719 -3.850258 1.536412 0.1 0.1 0.1
H 0.138769 -4.234586 -4.945443 -1.0 0.9 1.4
H 5.844754 -1.571109 -1.207515 -0.1 0.0 0.1
H 5.892899 10.123854 -1.942875 0.1 0.0 0.1
H 2.013984 8.728601 -0.057132 0.0 -0.1 0.0
H -5.866285 1.212452 -1.016374 -0.6 -1.9 0.6
H -3.190779 -5.180415 -2.101199 0.1 -0.2 0.3
H 0.111495 -0.350634 1.130836 -0.7 0.5 -0.8
H -0.971678 -8.674696 -0.968608 -0.1 0.1 0.0
H 9.360144 10.497893 0.557753 -0.1 0.0 0.0
H 1.591930 0.814679 -3.575266 -1.0 -0.6 -0.1
H -7.265085 0.018758 -0.444008 2.2 -0.2 -0.5
H -0.918840 1.867750 -2.372506 -1.2 -2.0 -0.4
H 6.281933 7.682871 1.565844 0.0 0.1 0.0
H 0.470524 1.898141 2.514027 -1.0 -0.1 -0.2
H 2.299418 3.800254 -0.493139 0.0 0.1 0.0
H 3.617476 7.452215 1.335215 -0.1 0.0 -0.1
H -2.063341 -5.770577 1.996743 0.0 0.0 -0.1
H 2.322910 -2.791269 4.076289 0.1 -0.1 0.0
H 4.085532 -6.075102 6.204171 0.0 0.1 -0.1
H 0.183512 -3.190069 -3.319718 -0.8 -1.1 -1.6
H -7.805325 -3.552970 0.655841 0.0 0.1 0.1
H 2.136632 0.501735 1.343948 0.1 0.0 -0.1
H 3.872223 -0.669681 -2.402948 0.1 0.0 0.1
H -2.142551 -2.787518 -5.527475 1.4 0.9 1.6
H 8.456709 8.757057 2.071472 0.0 0.0 -0.1
H -6.191221 -2.116680 1.868159 -0.1 -0.1 0.1
H 1.228686 -0.784056 -5.196521 -0.6 0.5 1.0
```
Positions in Å, forces in eV/Å.

Results of the Mulliken charge analysis, in e, for atoms 1 through 8: number 1, S, carries 1.60; number 2, P, carries 0.82; number 3, P, carries 0.45; number 4, O, carries -0.46; number 5, O, carries -0.52; number 6, O, carries -0.34; number 7, O, carries -0.33; number 8, O, carries -0.61

Record 2
Entry from the OMol25 dataset: a 3-piece molecular cluster, C24H52NO9P overall (wB97M-V/def2-TZVPD).

- M: 529.65 g/mol
- Frontier orbital gap: 0.3538 Eh
- Multiplicity: 1
- Net charge: 0
- HOMO energy: -9.0 eV
- LUMO energy: 0.64 eV

```
87
Properties=species:S:1:pos:R:3:forces:R:3
P 8.187020 2.193641 -4.500722 0.7 -1.6 0.2
O 4.470855 0.841703 -4.180989 -0.5 0.2 0.7
O 4.059482 -0.417288 -0.493343 0.0 0.0 -0.1
O -6.937070 -0.465026 1.663732 -0.1 -0.1 -0.2
O 0.016205 -1.673454 2.679528 -0.1 0.0 0.0
O -8.370322 0.905636 -0.677601 0.0 0.0 0.0
O 3.170325 2.655164 -3.709656 1.9 -1.0 -0.8
O -2.260943 -1.798224 0.645895 0.0 0.2 0.2
O -10.422216 0.083377 1.467110 0.1 0.2 0.0
O -2.651847 -2.740398 3.818612 0.2 -0.1 -0.1
N 9.085277 0.905143 -4.665200 -0.4 0.6 0.0
C -7.799025 1.463311 0.494693 0.0 0.1 0.0
C -10.498874 -0.083294 0.062009 0.0 -0.1 0.2
C 3.340764 0.430674 0.378185 0.6 -0.3 0.4
C -5.889405 -1.410872 1.683437 -0.1 0.1 0.1
C -1.051794 -0.996779 3.327894 0.1 0.2 0.1
C -9.127005 -0.286357 -0.538854 0.0 -0.1 -0.1
C 4.239310 2.182730 -4.054772 -1.5 0.6 0.5
C -2.696598 -0.851855 -0.301304 0.0 -0.1 0.0
C -1.753867 -1.806352 4.393809 -0.2 0.0 -0.1
C 7.187873 0.183105 -0.601624 0.5 0.1 -0.2
C 4.280590 0.870795 1.485631 -0.2 0.3 -0.3
C -2.894740 -3.846164 4.657299 -0.1 0.1 0.0
C 5.574982 1.515361 0.978383 0.1 -0.1 0.4
C 6.471344 2.044071 -2.238909 0.8 0.1 0.0
C 5.880776 0.578981 -4.194754 0.5 -0.1 -1.0
C 5.541685 2.856018 -4.428434 -0.3 -0.8 0.2
C 6.775448 0.561203 0.810472 -0.6 -0.1 -0.2
C 3.275459 -0.991593 -1.520963 0.5 -0.2 0.0
C -0.915490 -2.195448 0.462976 -0.2 -0.1 -0.1
C -11.513262 0.806133 1.987159 0.0 -0.1 0.0
C 6.548030 1.884201 -3.762812 -0.7 0.9 -0.1
C -6.577505 0.729668 0.997585 0.0 -0.1 0.2
C 7.628031 1.359311 -1.485350 -0.3 -0.5 0.1
C -0.330579 -2.701543 1.762044 0.1 0.0 0.0
H -5.919629 0.510051 0.147727 0.0 0.0 0.0
H -11.353247 0.919182 3.057401 0.0 0.0 0.0
H -2.324894 -1.123279 5.037759 0.1 0.0 0.1
H 6.116531 -0.286352 -3.589587 -0.1 0.0 0.4
H -0.889922 -2.998741 -0.286924 0.2 0.0 0.0
H -5.566570 -1.660643 0.666765 0.0 0.0 0.0
H 6.530324 -0.358726 1.336302 0.1 -0.2 0.2
H 5.338300 2.065716 0.074245 0.1 0.1 -0.2
H -12.458424 0.275057 1.824050 0.0 0.0 0.0
H -3.377926 -3.539577 5.592228 0.0 0.0 0.0
H -3.707982 -0.565823 -0.027006 0.0 0.0 0.0
H -0.309618 -1.357035 0.097337 0.0 0.0 0.0
H -6.270571 -2.313892 2.155105 0.0 0.0 0.1
H 8.336013 0.966041 -2.212228 0.2 0.0 -0.1
H -0.577366 -0.148212 3.825680 0.0 0.0 0.0
H -1.004222 -2.321483 5.005934 0.0 0.0 0.0
H 8.706004 3.167777 -3.621471 -0.2 0.3 -0.2
H 4.476770 0.042729 2.159762 0.1 -0.1 0.1
H -11.115260 -0.967020 -0.153935 0.0 0.1 -0.1
H 5.523172 1.620072 -1.923326 -0.2 0.0 0.1
H -2.706142 -1.273364 -1.313350 0.0 0.1 0.0
H 8.040285 -0.489054 -0.511984 0.1 -0.1 0.0
H -8.541177 1.575048 1.287262 0.0 -0.1 0.1
H -9.271367 -0.644006 -1.560636 0.0 0.0 0.0
H -5.031012 -1.044058 2.258017 0.1 -0.1 -0.1
H 2.972050 1.324846 -0.128257 -0.2 0.0 -0.3
H 2.518925 -0.139261 0.814440 -0.4 0.1 0.0
H -7.476795 2.463871 0.198072 0.0 0.0 0.0
H 3.437519 -0.478756 -2.465472 -0.2 0.3 -0.1
H 8.169790 2.066484 -0.863446 0.1 0.2 0.0
H 5.613101 3.903084 -4.178618 0.0 0.2 0.1
H -2.067068 0.045822 -0.287664 0.0 0.0 -0.1
H 7.921015 2.832387 -5.723932 -0.1 0.4 0.2
H -1.963706 -4.376033 4.890735 0.0 0.0 0.1
H 9.352802 0.807678 -5.635567 0.2 -0.2 0.0
H -0.990626 -3.439237 2.221366 -0.1 0.1 0.0
H 6.459348 3.104115 -1.995398 -0.1 0.2 0.0
H 6.415627 -0.376412 -1.118426 -0.3 -0.1 0.1
H -1.767797 -0.599220 2.607145 -0.1 -0.1 0.0
H -10.966648 0.793136 -0.402000 0.0 0.0 0.0
H 6.149052 0.318363 -5.220596 0.1 0.0 -0.1
H 2.220457 -1.015332 -1.263548 -0.2 0.1 0.0
H 7.631859 0.989296 1.324886 0.2 0.1 0.0
H 0.612090 -3.201884 1.529532 0.0 0.0 0.0
H 3.618649 -2.014601 -1.655716 0.0 -0.2 0.0
H -3.557841 -4.524392 4.124202 0.0 0.0 0.0
H 3.734735 1.629829 2.044121 -0.1 0.0 0.2
H -11.578501 1.802624 1.534293 0.0 0.0 0.0
H 5.603627 2.656853 -5.498439 0.1 0.6 -0.3
H 5.861790 2.262795 1.714029 0.0 0.2 0.1
H -6.037376 1.379088 1.701718 0.1 0.1 -0.1
H -8.571066 -1.051132 0.006248 0.0 0.0 0.1
```
Positions in Å, forces in eV/Å.

Results of the Mulliken charge analysis, in e, for atoms 1 through 8: number 1, P, carries 0.20; number 2, O, carries -0.35; number 3, O, carries -0.19; number 4, O, carries -0.33; number 5, O, carries -0.46; number 6, O, carries -0.46; number 7, O, carries -0.61; number 8, O, carries -0.18

Record 3
Entry from the OMol25 dataset: C17H14BrClO2Pt as an isolated structure (wB97M-V/def2-TZVPD).

- ⟨S²⟩: 6.038
- M: 560.73 g/mol
- Frontier orbital gap (spin up / spin down): 0.2865 / 0.2024 Eh
- Multiplicity: 5
- Relative energy (zero: lowest compared OMol25 entry of this formula, charge and spin): 59.3 kJ/mol
- Net charge: 0
- HOMO energy (spin up / spin down): -7.9 / -7.8 eV
- LUMO energy (spin up / spin down): -0.12 / -2.33 eV

```
36
Properties=species:S:1:pos:R:3:forces:R:3
Pt -0.228554 1.728929 0.245756 1.1 -3.3 3.6
Br 1.387205 -2.942455 0.271998 0.4 -0.5 0.0
Cl -0.598563 2.069044 2.587997 0.2 0.0 -0.5
O 0.631464 -0.313495 -0.034990 -0.3 1.7 -0.3
O 1.808344 1.566251 -0.445134 -0.1 -2.2 0.2
C 5.346045 -0.361757 0.204345 0.0 -0.2 0.1
C -1.946796 -1.147413 1.536336 -2.5 -0.2 -1.0
C -2.370230 -1.946586 0.414489 0.5 1.7 2.1
C -1.209740 2.790365 -0.956948 -1.0 0.2 -3.0
C -3.790017 -1.695575 0.178469 -0.8 2.1 1.6
C 2.969889 -1.913397 0.202332 0.5 1.1 -0.1
C 2.953311 -0.501254 -0.005743 0.4 -0.6 -0.2
C -0.872403 1.710307 -1.984885 -0.4 2.2 0.9
C 4.115775 0.264418 0.031298 0.3 -0.7 0.0
C 5.377941 -1.757226 0.397686 -0.3 0.4 -0.1
C -2.099601 1.118688 -2.322320 -0.1 0.5 0.5
C -3.096713 -0.406856 2.008139 1.5 -1.0 -1.5
C -3.138322 1.650863 -1.507301 0.4 0.3 0.5
C -4.245402 -0.732610 1.139773 1.4 -1.5 -1.8
C -2.602361 2.550699 -0.591428 -0.3 0.1 -1.4
C 4.199028 -2.537519 0.404276 0.5 0.6 0.1
C 1.734697 0.274006 -0.226027 0.2 0.6 0.4
H -0.539640 3.622507 -0.680736 -0.8 0.6 -0.7
H -2.256400 0.431688 -3.128418 0.1 -0.3 -0.1
H -5.166077 -0.147283 1.124263 0.1 -0.6 0.1
H 6.251196 0.264909 0.200172 -0.4 -0.6 0.1
H 3.987981 1.341069 -0.068774 0.3 -0.3 -0.1
H 4.264217 -3.609600 0.600181 -0.1 0.4 -0.1
H -4.188044 1.425401 -1.608827 0.0 -0.3 0.2
H 0.059085 1.649650 -2.525455 -0.1 0.0 0.0
H -3.017436 0.389467 2.746838 -0.3 -0.3 -0.1
H -4.308907 -2.054837 -0.707791 -0.1 0.0 0.4
H 6.340319 -2.241190 0.566282 -0.3 0.0 -0.1
H -3.118406 3.019406 0.222610 -0.1 0.3 0.1
H -0.953574 -1.034591 1.899251 0.5 -0.1 0.3
H -1.679312 -2.524023 -0.187712 -0.3 -0.1 0.0
```
Positions in Å, forces in eV/Å.

Results of the Mulliken charge analysis, in e, for atoms 1 through 8: number 1, Pt, carries 1.08; number 2, Br, carries -0.13; number 3, Cl, carries -0.55; number 4, O, carries -0.55; number 5, O, carries -0.75; number 6, C, carries -0.62; number 7, C, carries -0.34; number 8, C, carries -0.22

Record 4
Entry from the OMol25 dataset: a 2-piece molecular cluster, C6H15NO overall (wB97M-V/def2-TZVPD).

- M: 117.19 g/mol
- Frontier orbital gap: 0.3579 Eh
- Multiplicity: 1
- Relative energy (zero: lowest compared OMol25 entry of this formula, charge and spin): 330.6 kJ/mol
- Net charge: 0
- HOMO energy: -8.9 eV
- LUMO energy: 0.79 eV

```
23
Properties=species:S:1:pos:R:3:forces:R:3
O -1.827067 -2.139136 -2.515336 -2.0 -1.0 -0.4
N 2.414399 1.215547 1.252771 1.8 -0.5 -1.5
C -0.482848 0.195515 0.475678 -1.1 1.7 -0.6
C -1.748112 -0.055916 0.779860 -0.7 -0.7 -0.6
C 0.368262 -0.872389 -0.022335 3.9 -3.0 -0.7
C 2.369144 0.974658 -0.233820 -0.6 1.0 1.6
C 1.822020 -0.434184 -0.574756 2.3 -0.8 0.7
C -2.810701 0.946959 0.944596 -2.0 1.1 0.3
H 1.601956 1.550826 1.651589 -2.2 1.0 0.5
H -3.127201 0.834026 2.001405 0.7 1.4 0.2
H -0.015082 -1.409745 -0.937816 -0.2 0.6 1.3
H -3.854699 0.634211 0.650499 1.2 -0.1 -1.0
H -2.128695 -1.095409 0.865111 0.6 0.5 -0.1
H -0.908193 -2.177190 -2.540050 2.6 -0.6 -0.3
H -1.958539 -1.281235 -2.168162 -0.7 1.5 0.6
H 2.668483 -1.142081 -0.086813 -2.0 1.3 -1.0
H 3.431992 1.072940 -0.504354 -0.5 -0.2 -0.6
H 1.821970 1.876643 -0.663451 0.5 -1.3 0.2
H -2.619210 2.000827 0.468350 -0.2 -1.9 1.6
H 0.593650 -1.757806 0.760770 -0.8 2.1 -1.6
H 2.560944 0.347617 1.723757 0.4 -0.7 0.2
H -0.190920 1.282014 0.351190 -0.2 -1.4 0.1
H 2.018441 -0.566695 -1.678687 -0.8 -0.1 1.0
```
Positions in Å, forces in eV/Å.

Results of the Mulliken charge analysis, in e, for atoms 1 through 8: number 1, O, carries -0.62; number 2, N, carries -0.62; number 3, C, carries -0.25; number 4, C, carries -0.06; number 5, C, carries 0.48; number 6, C, carries -0.59; number 7, C, carries -0.58; number 8, C, carries -1.24

What did we get for F_max? Answer: 7.64; 2.26; 5.00; 4.95 eV Å⁻¹, in the order shown.